Computed, not measured: a structure of composition C28H25CeN3OP2S, with the ωB97M-V functional and the def2-TZVPD basis.

Element x y z (Å)
Ce (-0.136, -2.148, -0.505)
C (-0.501, 0.836, 1.188)
N (-0.964, -0.290, 0.331)
P (2.236, -0.548, -0.737)
C (3.087, 1.013, -1.168)
C (3.129, 2.039, -0.216)
C (3.437, 3.342, -0.619)
C (3.535, 3.729, -1.911)
C (3.553, 2.727, -2.890)
C (3.356, 1.356, -2.504)
C (3.214, -1.286, 0.585)
C (2.950, -0.974, 1.921)
C (3.291, -1.814, 2.916)
C (4.019, -2.978, 2.697)
C (4.351, -3.321, 1.369)
C (3.928, -2.467, 0.339)
P (-2.594, -0.502, -0.036)
C (-2.937, 0.848, -1.231)
C (-4.010, 0.797, -2.113)
C (-4.070, 1.706, -3.152)
C (-3.084, 2.696, -3.272)
C (-1.978, 2.649, -2.450)
C (-1.908, 1.738, -1.426)
C (-3.533, -0.087, 1.399)
C (-3.707, -1.201, 2.254)
C (-4.175, -0.951, 3.557)
C (-4.541, 0.351, 3.924)
C (-4.319, 1.457, 3.064)
C (-3.842, 1.194, 1.775)
H (0.264, 1.477, 0.692)
H (0.052, 0.383, 2.023)
H (-1.341, 1.435, 1.622)
H (2.975, 1.853, 0.855)
H (3.504, 4.047, 0.203)
H (3.587, 4.764, -2.148)
H (3.764, 2.960, -3.900)
H (3.365, 0.643, -3.287)
H (2.402, -0.100, 2.110)
H (2.881, -1.621, 3.920)
H (4.261, -3.691, 3.529)
H (4.920, -4.236, 1.107)
H (4.068, -2.748, -0.692)
H (-4.694, -0.080, -2.002)
H (-4.894, 1.657, -3.893)
H (-3.209, 3.503, -3.960)
H (-1.174, 3.369, -2.483)
H (-1.042, 1.804, -0.829)
H (-3.501, -2.197, 1.833)
H (-4.293, -1.733, 4.302)
H (-5.011, 0.531, 4.923)
H (-4.583, 2.433, 3.464)
H (-3.726, 1.961, 1.065)
S (1.837, -5.303, 2.567)
C (0.805, -4.433, 1.681)
N (0.007, -3.818, 1.041)
C (2.222, -1.666, -1.950)
H (3.143, -2.189, -2.151)
H (1.696, -1.236, -2.774)
O (-2.822, -2.580, -4.180)
C (-2.068, -2.564, -3.306)
N (-1.183, -2.540, -2.470)

Summary:
Energy above the lowest of the compared OMol25 structures with the same formula, charge and spin: 0.0 kcal/mol
Highest occupied orbital energy (spin up / spin down): -8.1 / -8.1 eV
Kohn-Sham gap (spin up / spin down): 6.6 / 6.6 eV

Here are the Löwdin charges for atoms 1 to 4, given in e: number 1, Ce, carries 1.115; number 2, C, carries -0.163; number 3, N, carries -0.537; number 4, P, carries 0.835


Computed, not measured: a structure of composition C4H7P, with the ωB97M-V functional and the def2-TZVPD basis.

Element x y z (Å)
C (0.482, -0.265, 1.939)
C (1.577, 0.345, 1.338)
P (-0.693, -0.219, 0.675)
C (1.251, 1.365, 0.128)
C (0.021, 0.871, -0.598)
H (0.398, -0.891, 2.672)
H (2.612, 0.291, 1.770)
H (-1.954, -0.860, 0.758)
H (0.958, 2.356, 0.630)
H (2.138, 1.468, -0.580)
H (0.165, 0.188, -1.473)
H (-0.606, 1.700, -0.910)

Summary:
Energy above the lowest of the compared OMol25 structures with the same formula, charge and spin: 61.6 kcal/mol
Highest occupied orbital energy: -6.5 eV
Kohn-Sham gap: 7.6 eV

Here are the Löwdin charges for atoms 1 to 4, given in e: number 1, C, carries -0.341; number 2, C, carries -0.205; number 3, P, carries 0.852; number 4, C, carries -0.261


Computed, not measured: a cluster of 2 separate species, C4H8O in total, with the ωB97M-V functional and the def2-TZVPD basis.

Element x y z (Å)
C (1.946, -0.165, -0.080)
C (1.089, 1.041, 0.188)
O (0.749, 1.408, 1.288)
H (2.849, 0.131, -0.628)
H (2.220, -0.653, 0.857)
H (1.395, -0.866, -0.719)
H (0.771, 1.600, -0.717)
C (-1.591, -1.029, -0.107)
C (-2.079, 0.199, 0.040)
H (-1.858, -1.655, -0.955)
H (-0.918, -1.463, 0.629)
H (-1.806, 0.821, 0.888)
H (-2.767, 0.630, -0.684)

Summary:
Energy above the lowest of the compared OMol25 structures with the same formula, charge and spin: 30.7 kcal/mol
Highest occupied orbital energy: -9.9 eV
Kohn-Sham gap: 11.0 eV

Here are the Löwdin charges for atoms 1 to 4, given in e: number 1, C, carries -0.061; number 2, C, carries -0.344; number 3, O, carries 0.023; number 4, H, carries 0.080


Computed, not measured: a cluster of 2 separate species, C4H12O in total, with the ωB97M-V functional and the def2-TZVPD basis.

Element x y z (Å)
C (1.141, -1.616, -1.122)
C (1.983, -0.450, -0.640)
O (1.195, 0.696, -0.324)
H (0.512, -1.364, -1.966)
H (0.561, -2.026, -0.292)
H (1.808, -2.460, -1.298)
H (2.531, -0.790, 0.238)
H (2.674, -0.084, -1.377)
H (0.290, 0.446, -0.129)
C (-1.806, 0.736, 1.745)
C (-2.164, 0.719, 0.265)
H (-2.648, 0.765, 2.426)
H (-1.246, -0.171, 1.998)
H (-1.069, 1.484, 1.969)
H (-2.414, 1.673, -0.188)
H (-3.053, 0.080, 0.201)
H (-1.492, 0.224, -0.406)

Summary:
Energy above the lowest of the compared OMol25 structures with the same formula, charge and spin: 15.7 kcal/mol
Highest occupied orbital energy: -10.2 eV
Kohn-Sham gap: 11.2 eV

Here are the Löwdin charges for atoms 1 to 4, given in e: number 1, C, carries -0.093; number 2, C, carries -0.309; number 3, O, carries -0.085; number 4, H, carries 0.076


Computed, not measured: an isolated molecule of C12H12N2O, with the ωB97M-V functional and the def2-TZVPD basis.

Element x y z (Å)
C (2.120, 2.004, -1.202)
C (2.476, 0.629, -0.435)
N (3.549, -0.079, -0.208)
C (3.581, -1.143, 0.618)
C (2.471, -1.629, 1.136)
C (1.189, -0.913, 0.950)
C (1.144, 0.071, 0.047)
O (0.202, 0.751, -0.450)
C (-1.143, 0.263, -0.298)
C (-1.404, -0.734, -1.335)
C (-2.570, -1.330, -1.301)
C (-3.478, -1.003, -0.278)
C (-3.264, 0.076, 0.649)
C (-2.028, 0.669, 0.808)
N (-1.622, 1.534, 1.814)
H (3.161, 2.526, -1.205)
H (2.006, 1.506, -2.271)
H (1.221, 2.523, -0.776)
H (4.597, -1.886, 0.333)
H (2.604, -2.503, 1.907)
H (0.258, -1.357, 1.329)
H (-0.481, -1.361, -1.817)
H (-2.783, -2.045, -2.028)
H (-4.567, -1.523, -0.147)
H (-4.203, 0.697, 1.152)
H (-2.412, 2.497, 1.856)
H (-0.625, 1.760, 1.155)

Summary:
Energy above the lowest of the compared OMol25 structures with the same formula, charge and spin: 151.6 kcal/mol
Highest occupied orbital energy: -8.5 eV
Kohn-Sham gap: 9.0 eV

Here are the Löwdin charges for atoms 1 to 4, given in e: number 1, C, carries -0.015; number 2, C, carries -0.192; number 3, N, carries 0.059; number 4, C, carries -0.238


Computed, not measured: an isolated molecule of C19H28N2O3S2, with the ωB97M-V functional and the def2-TZVPD basis.

Element x y z (Å)
C (2.433, -0.149, 3.367)
S (2.045, 0.938, 1.984)
C (0.549, 0.134, 1.360)
C (0.820, -1.316, 0.985)
O (0.529, -2.206, 1.769)
N (1.340, -1.567, -0.241)
C (1.924, -0.615, -1.171)
C (3.272, -1.234, -1.567)
C (4.445, -0.710, -0.726)
S (4.568, -1.795, 0.719)
C (4.256, -3.195, -0.378)
C (3.115, -2.768, -1.316)
C (3.162, -3.585, -2.604)
C (1.743, -2.912, -0.619)
C (-0.686, 0.313, 2.281)
N (-1.221, 1.248, 1.299)
C (-2.275, 2.075, 1.414)
O (-2.970, 2.100, 2.416)
C (-2.493, 3.024, 0.226)
C (-3.915, 3.555, 0.190)
C (-4.633, 2.433, -0.542)
C (-5.784, 1.707, 0.078)
C (-6.006, 2.606, -1.111)
C (-3.543, 1.659, -1.280)
O (-2.321, 2.354, -1.020)
C (-0.163, 1.041, 0.319)
H (3.290, 0.292, 3.874)
H (1.595, -0.200, 4.060)
H (2.691, -1.146, 3.018)
H (1.283, -0.502, -2.051)
H (2.051, 0.361, -0.710)
H (3.468, -1.037, -2.623)
H (5.378, -0.767, -1.289)
H (4.303, 0.318, -0.399)
H (5.161, -3.412, -0.951)
H (4.004, -4.078, 0.207)
H (3.033, -4.650, -2.397)
H (2.369, -3.280, -3.289)
H (4.119, -3.456, -3.113)
H (1.769, -3.541, 0.268)
H (1.012, -3.335, -1.316)
H (-1.279, -0.591, 2.411)
H (-0.488, 0.772, 3.250)
H (-1.731, 3.804, 0.279)
H (-4.309, 3.733, 1.188)
H (-3.940, 4.481, -0.388)
H (-5.846, 0.638, -0.081)
H (-6.124, 2.040, 1.049)
H (-6.502, 3.554, -0.946)
H (-6.224, 2.141, -2.064)
H (-3.471, 0.631, -0.904)
H (-3.683, 1.631, -2.361)
H (0.380, 1.944, 0.030)
H (-0.496, 0.523, -0.582)

Summary:
Energy above the lowest of the compared OMol25 structures with the same formula, charge and spin: 24.4 kcal/mol
Highest occupied orbital energy: -8.6 eV
Kohn-Sham gap: 9.1 eV

Here are the Löwdin charges for atoms 1 to 4, given in e: number 1, C, carries -0.375; number 2, S, carries 0.916; number 3, C, carries -0.564; number 4, C, carries -0.461


Computed, not measured: a cluster of 3 separate species, C22H39N5O7P3 in total, with the ωB97M-V functional and the def2-TZVPD basis.

Element x y z (Å)
C (3.515, -2.065, 4.772)
C (2.411, -2.372, 3.556)
C (0.820, -2.348, 4.051)
N (2.795, -2.662, 2.242)
C (1.675, -2.222, 1.277)
C (1.199, -0.657, 0.924)
P (2.028, 0.878, 1.697)
C (1.998, 2.404, 0.551)
C (3.914, 0.402, 1.793)
N (0.039, -0.808, -0.034)
C (-0.790, 0.307, -0.631)
C (-2.208, 0.390, 0.217)
C (-2.401, -0.515, 1.608)
C (-3.820, -0.505, 2.489)
C (-5.110, 0.409, 2.017)
C (-4.909, 1.345, 0.667)
C (-3.491, 1.332, -0.209)
C (-0.188, -2.309, -0.312)
C (-1.384, -2.715, -1.361)
P (-0.554, -2.768, -3.121)
O (-0.828, -4.213, -3.766)
O (1.199, -2.622, -2.953)
O (-1.054, -1.461, -4.159)
N (0.794, -3.176, 0.477)
P (0.737, -4.955, 0.393)
O (-0.967, -5.376, 0.665)
O (1.138, -5.549, -1.222)
H (3.694, -0.906, 4.753)
H (4.507, -2.643, 4.547)
H (3.064, -2.303, 5.851)
H (0.321, -3.399, 3.907)
H (0.768, -2.098, 5.217)
H (0.203, -1.481, 3.528)
H (1.040, 3.059, 0.830)
H (2.954, 3.078, 0.582)
H (1.828, 2.061, -0.569)
H (4.172, -0.250, 2.730)
H (4.130, -0.184, 0.777)
H (4.587, 1.384, 1.727)
H (-1.111, 0.034, -1.748)
H (-0.257, 1.346, -0.700)
H (-1.553, -1.213, 2.044)
H (-3.915, -1.182, 3.443)
H (-6.092, 0.347, 2.659)
H (-5.806, 2.028, 0.319)
H (-3.463, 2.035, -1.146)
H (-2.263, -1.938, -1.428)
H (-1.841, -3.781, -1.206)
H (1.442, -1.655, -2.836)
H (-0.395, -0.703, -3.993)
H (-1.250, -6.097, 0.018)
H (2.100, -5.251, -1.334)
C (-3.864, -1.284, -5.450)
C (-5.039, -0.352, -5.553)
O (-5.819, -0.181, -4.619)
N (-5.230, 0.316, -6.726)
C (-4.437, 0.257, -7.930)
H (-3.848, -1.740, -4.455)
H (-3.950, -2.080, -6.193)
H (-2.932, -0.730, -5.590)
H (-6.042, 0.923, -6.714)
H (-4.075, 1.265, -8.148)
H (-5.085, -0.074, -8.746)
H (-3.590, -0.423, -7.838)
C (4.975, 6.155, 2.047)
C (4.786, 4.768, 2.595)
O (5.333, 3.788, 2.094)
N (3.978, 4.610, 3.683)
C (3.251, 5.620, 4.413)
H (5.644, 6.115, 1.182)
H (4.015, 6.564, 1.722)
H (5.428, 6.799, 2.805)
H (3.904, 3.647, 3.990)
H (3.590, 5.598, 5.452)
H (2.189, 5.364, 4.378)
H (3.399, 6.619, 4.002)

Summary:
Charge: +1
Highest occupied orbital energy: -10.8 eV
Kohn-Sham gap: 7.0 eV

Here are the Löwdin charges for atoms 1 to 4, given in e: number 1, C, carries -0.057; number 2, C, carries -0.246; number 3, C, carries -0.064; number 4, N, carries 0.071


Computed, not measured: an isolated molecule of C2H3Cl2NS, with the ωB97M-V functional and the def2-TZVPD basis.

Element x y z (Å)
S (0.895, 1.071, 2.110)
C (0.076, -0.085, 1.479)
N (0.760, -0.876, -0.025)
C (0.133, -0.432, -1.172)
Cl (0.108, 1.377, -1.638)
Cl (0.933, -1.328, -2.517)
H (-0.763, -0.638, 1.508)
H (1.805, -0.614, 0.063)
H (-0.957, -0.519, -1.238)

Summary:
Energy above the lowest of the compared OMol25 structures with the same formula, charge and spin: 50.5 kcal/mol
Highest occupied orbital energy: -9.4 eV
Kohn-Sham gap: 8.4 eV

Here are the Löwdin charges for atoms 1 to 4, given in e: number 1, S, carries 0.774; number 2, C, carries -0.567; number 3, N, carries -0.156; number 4, C, carries -1.158


The evaluated max |F| for the records listed, in turn: 2.84, 8.31, 0.53, 1.76, 6.71, 0.24, 7.54, 6.13 eV/Å.
The evaluated electronic energy for the records listed, in turn: -78299.8077, -13546.6027, -6323.8387, -6389.4423, -17659.5288, -50950.2013, -73075.4212, -39490.3400 eV.